[1]
Formula: H39O20
Source: the OMol25 dataset
Level of theory: wB97M-V/def2-TZVPD

Each atom is followed by the atoms it is bonded to, with distances in Å.
CARTESIAN COORDINATES (ANGSTROEM)
1 O -2.13058 2.01946 3.08722  H11 0.925
2 H -0.60746 1.51818 3.60495  O33 0.978
3 O 3.06976 0.22304 0.89866  H4 0.872, H5 0.965
4 H 3.53647 0.03700 0.18553  O3 0.872
5 H 2.69656 1.02982 0.52311  O3 0.965
6 O 0.90050 -0.24735 -0.26938  H7 1.023, H8 0.884
7 H -0.00283 0.16885 -0.03164  O6 1.023
8 H 0.97942 -0.39473 -1.13720  O6 0.884
9 O -2.24550 1.37221 -1.61028  H10 1.035, H17 0.929
10 H -2.23912 1.21414 -0.58794  O9 1.035
11 H -2.13681 2.87399 3.44006  O1 0.925
12 O -0.69280 1.55309 0.86732  H13 0.937, H14 0.942
13 H -1.03090 1.55641 1.74161  O12 0.937
14 H 0.18909 1.25716 1.01708  O12 0.942
15 O -1.94307 -1.92612 3.74757  H16 1.023, H35 0.932
16 H -2.38765 -1.94969 2.82683  O15 1.023
17 H -2.72531 2.16358 -1.69390  O9 0.929
18 O -1.43065 -0.61457 -2.70942  H19 1.038, H20 0.998
19 H -1.16711 -0.39428 -1.72951  O18 1.038
20 H -1.79965 0.21544 -3.12251  O18 0.998
21 O 3.98110 3.70401 -2.89296  H38 0.936, H40 0.953
22 H 2.01925 -1.86270 3.61826  O30 0.922
23 H -1.75209 3.45378 0.70457  O39 0.988
24 O -1.41483 -3.85485 -2.45387  H25 0.937, H26 1.145
25 H -0.79082 -3.56986 -1.81533  O24 0.937
26 H -1.73811 -2.92016 -3.03063  O24 1.145
27 O -0.29692 3.11178 -3.70431  H28 1.039, H29 0.944
28 H -1.19102 3.03833 -3.17975  O27 1.039
29 H 0.07009 3.42374 -2.89300  O27 0.944
30 O 1.84262 -2.71323 3.92615  H22 0.922, H32 0.947
31 H -2.40608 -0.74441 0.18067  O36 0.983
32 H 1.74993 -2.60457 4.86265  O30 0.947
33 O 0.04507 1.05248 4.16497  H2 0.978, H34 0.991
34 H -0.53430 0.48818 4.73749  O33 0.991
35 H -1.09067 -1.65404 3.48837  O15 0.932
36 O -3.12236 -1.30083 0.55878  H31 0.983, H37 1.035
37 H -3.96074 -0.72543 0.36334  O36 1.035
38 H 3.12911 3.68927 -3.28052  O21 0.936
39 O -1.52264 3.88067 -0.15614  H23 0.988, H41 0.948
40 H 4.22996 2.79641 -2.74099  O21 0.953
41 H -2.34710 4.22358 -0.47566  O39 0.948
42 O 1.80879 -3.03099 -1.20895  H43 0.998, H44 1.084
43 H 0.98073 -2.92405 -0.66140  O42 0.998
44 H 2.48430 -2.64495 -0.45467  O42 1.084
45 O 4.43876 -0.00578 -2.17661  H46 0.975, H47 0.967
46 H 3.66486 0.36925 -1.71756  O45 0.975
47 H 4.15500 -0.21929 -3.07572  O45 0.967
48 O 2.69011 -2.33336 1.33332  H49 1.040, H50 0.892
49 H 2.96018 -1.32870 1.32915  O48 1.040
50 H 2.95051 -2.80437 2.04460  O48 0.892
51 O -4.17936 1.85441 0.84040  H52 1.058, H53 0.929
52 H -3.54710 1.77437 1.68431  O51 1.058
53 H -4.06664 2.74817 0.61172  O51 0.929
54 O -1.24426 -4.62380 1.19311  H55 0.909, H56 0.928
55 H -2.13365 -4.56768 1.01405  O54 0.909
56 H -0.65870 -3.90355 1.17623  O54 0.928
57 O 2.27416 -0.04702 -3.48429  H58 0.950, H59 1.077
58 H 1.48271 -0.34065 -3.04903  O57 0.950
59 H 2.20782 -0.55979 -4.42890  O57 1.077

Output
energy = -1528.07506 hartree
total charge = -1
ΔE to the lowest compared entry with this formula, charge and spin = 179.0 kcal/mol
Kohn-Sham gap = 0.2943 Ha
lowest unoccupied orbital energy = 1.8579 eV

***

[2]
Formula: H3INPS
Source: the OMol25 dataset
Level of theory: wB97M-V/def2-TZVPD

Each atom is followed by the atoms it is bonded to, with distances in Å.
CARTESIAN COORDINATES (ANGSTROEM)
1 N 1.07191 -0.86331 -0.31557  S2 1.587, H5 1.055
2 S -0.01997 0.20753 0.10933  N1 1.587, P3 2.104, I4 2.650, H6 1.247
3 P -1.87730 -0.27220 -0.75559  S2 2.104, H7 1.290
4 I 0.48527 1.54587 2.34037  S2 2.650
5 H 1.97915 -0.32524 -0.34867  N1 1.055
6 H 0.14535 1.22732 -0.58937  S2 1.247
7 H -1.78440 -1.51996 -0.44051  P3 1.290

Output
energy = -1093.62240 hartree
ΔE to the lowest compared entry with this formula, charge and spin = 72.1 kcal/mol
Kohn-Sham gap (spin up / spin down) = 0.2133 / 0.2381 Ha
SMILES = N=[S@@H](=P)I
lowest unoccupied orbital energy (spin up / spin down) = -2.3988 / -2.3106 eV

***

[3]
Formula: H3IP2S2
Source: the OMol25 dataset
Level of theory: wB97M-V/def2-TZVPD

Each atom is followed by the atoms it is bonded to, with distances in Å.
CARTESIAN COORDINATES (ANGSTROEM)
1 S 1.50846 -0.65650 1.38445  P2 2.172, H5 1.336
2 P 0.07049 -0.38185 -0.22000  S1 2.172, S3 2.086, P4 2.173
3 S -1.30449 -1.89895 0.18041  P2 2.086, P4 2.163
4 P -1.58889 0.02804 1.12184  P2 2.173, S3 2.163, H6 1.515
5 H 1.92992 -1.90011 1.63112  S1 1.336
6 H -2.46865 0.57471 0.01631  P4 1.515
7 I 0.64995 2.78841 -1.63998  H8 1.674
8 H 1.20321 1.44625 -2.47415  I7 1.674

Output
energy = -1778.56387 hartree
ΔE to the lowest compared entry with this formula, charge and spin = 24.9 kcal/mol
Kohn-Sham gap = 0.3302 Ha
SMILES = SP1#S#[PH]1.I
lowest unoccupied orbital energy = 0.0373 eV

***

[4]
Formula: H3N2OP
Source: the OMol25 dataset
Level of theory: wB97M-V/def2-TZVPD

Each atom is followed by the atoms it is bonded to, with distances in Å.
CARTESIAN COORDINATES (ANGSTROEM)
1 N -2.09743 0.27085 -0.05563  P2 1.508
2 P -0.59571 0.13449 -0.04088  N1 1.508, N3 1.797, O4 1.656
3 N 1.05928 0.82304 -0.16205  P2 1.797, H5 1.020, H6 1.031
4 O -0.03529 -1.42387 -0.04183  P2 1.656, H7 1.049
5 H 1.68977 0.38319 0.50855  N3 1.020
6 H 0.86682 1.82074 0.01440  N3 1.031
7 H -0.88744 -2.00843 -0.22255  O4 1.049

Output
energy = -527.84736 hartree
ΔE to the lowest compared entry with this formula, charge and spin = 25.6 kcal/mol
Kohn-Sham gap = 0.3441 Ha
SMILES = N#P(N)O
lowest unoccupied orbital energy = -0.3426 eV

***

[5]
Formula: H3N3O2S
Source: the OMol25 dataset
Level of theory: wB97M-V/def2-TZVPD

Each atom is followed by the atoms it is bonded to, with distances in Å.
CARTESIAN COORDINATES (ANGSTROEM)
1 N -1.26564 0.93882 0.01543  N2 1.307, H7 0.983, H8 0.998
2 N -0.47756 0.10263 -0.60678  N1 1.307, N3 1.436
3 N -0.31666 -1.17367 0.03103  N2 1.436, O4 1.249, O5 1.213
4 O -0.71873 -1.33623 1.20240  N3 1.249
5 O 0.32339 -1.98866 -0.60009  N3 1.213
6 S 2.43619 0.34121 0.29222  H9 1.312
7 H -1.51120 1.03069 0.96299  N1 0.983
8 H -1.40495 1.84422 -0.38017  N1 0.998
9 H 2.93516 0.24100 -0.91702  S6 1.312

Output
energy = -714.49418 hartree
ΔE to the lowest compared entry with this formula, charge and spin = 86.7 kcal/mol
Kohn-Sham gap (spin up / spin down) = 0.3059 / 0.2651 Ha
lowest unoccupied orbital energy (spin up / spin down) = -1.6023 / -2.2414 eV

***

[6]
Formula: H3N3O2S
Source: the OMol25 dataset
Level of theory: wB97M-V/def2-TZVPD

Each atom is followed by the atoms it is bonded to, with distances in Å.
CARTESIAN COORDINATES (ANGSTROEM)
1 N 1.85309 -0.94138 0.23608  N2 1.206, H8 0.955
2 N 0.87432 -0.29669 -0.04777  N1 1.206, O4 1.371
3 N -1.80656 0.57996 0.62928  O5 1.218, S6 1.657
4 O 1.23086 0.87523 -0.66293  N2 1.371, H9 0.952
5 O -1.35710 1.64138 0.23673  N3 1.218
6 S -1.77366 -0.75677 -0.34970  N3 1.657, H7 1.471
7 H -2.18375 -1.67786 0.72150  S6 1.471
8 H 2.75841 -0.76293 -0.01007  N1 0.955
9 H 0.40437 1.33907 -0.75311  O4 0.952

Output
energy = -714.48528 hartree
ΔE to the lowest compared entry with this formula, charge and spin = 10.7 kcal/mol
multiplicity = 3
Kohn-Sham gap (spin up / spin down) = 0.3133 / 0.2861 Ha
lowest unoccupied orbital energy (spin up / spin down) = 0.5172 / -1.7426 eV

***

Which of these has the highest energy? H3N2OP